ORCA calculation (wB97M-V/def2-TZVPD) on an isolated molecule of C2H2N2O2S at a distorted geometry.

CARTESIAN COORDINATES (ANGSTROEM)
H -1.3281 -1.9243 0.9917
N -0.7234 -1.2885 0.4098
C -0.8389 -0.0778 0.6521
S 0.1730 0.9321 -0.4477
O 0.5214 2.0757 0.2646
O -0.8907 0.7923 -2.2566
C 1.6841 -0.1623 -0.5292
N 2.5803 -0.8539 -0.6019
H -1.1776 0.5068 1.5173

Cartesian forces (eV/Å) of the 2 atoms listed first:
0.9 0.8 -0.4
-1.7 -1.2 0.5

The value obtained for the molar mass is 118.12 g mol⁻¹. The value obtained for the LUMO energy (spin up / spin down) is -0.062 / -0.065 hartree. For the highest occupied orbital energy (spin up / spin down), the calculation gives -10.77 / -10.82 eV. The calculation puts the energy relative to the best compared isomer or geometry (same formula, charge and spin) at 167.1 kcal per mole. Its strongest force on any atom is 6.88 eV/Å.

---

ORCA calculation (wB97M-V/def2-TZVPD) on a cluster of 8 separate species, C15H44BrO7 in total.

CARTESIAN COORDINATES (ANGSTROEM)
Br -0.4393 -1.1269 0.1644
C -1.7459 2.6318 1.8114
C -2.7916 1.6461 2.3237
C -3.8360 1.3254 1.2653
O -2.1871 0.4804 2.8390
H -1.0574 2.1826 1.0900
H -1.1314 3.0140 2.6290
H -2.2153 3.4702 1.2885
H -3.2942 2.1411 3.1611
H -4.5255 0.5743 1.6583
H -3.3893 0.8894 0.3657
H -4.4070 2.1926 0.9294
H -1.6852 0.0743 2.1136
C -2.3510 0.6957 -4.6935
C -1.4663 0.4449 -3.4731
C -0.3632 1.4843 -3.3298
O -2.3128 0.4695 -2.3393
H -3.2177 0.0336 -4.6852
H -1.7992 0.5067 -5.6149
H -2.7303 1.7193 -4.6585
H -1.0106 -0.5427 -3.6240
H -0.7601 2.4933 -3.4578
H 0.4195 1.3549 -4.0852
H 0.1198 1.3845 -2.3579
H -1.8095 0.1159 -1.5899
C 1.7635 2.3215 0.1033
C 3.2447 2.2465 0.4157
C 3.9864 1.2240 -0.4340
O 3.7774 3.5593 0.2083
H 1.2885 3.0055 0.8058
H 1.2983 1.3341 0.1705
H 1.5734 2.6663 -0.9156
H 3.3604 1.9717 1.4717
H 3.5014 0.2460 -0.3537
H 4.9972 1.0527 -0.0559
H 3.9635 1.5296 -1.4794
H 4.6825 3.6040 0.5261
C 3.1613 -1.1607 2.6328
C 2.1060 -0.8032 3.6913
C 1.8848 0.6947 3.8243
O 0.8910 -1.4660 3.3502
H 4.1341 -0.6754 2.7437
H 2.7736 -0.9828 1.6304
H 3.3319 -2.2328 2.7565
H 2.4070 -1.1968 4.6649
H 1.4978 1.1374 2.9001
H 2.8379 1.1919 4.0295
H 1.1591 0.9229 4.6057
H 0.6071 -1.0273 2.5303
C 2.4481 -1.7584 -2.5417
O 2.5958 -1.8508 -1.1360
H 1.8436 -2.5812 -2.9354
H 1.9276 -0.8322 -2.8209
H 3.4374 -1.7497 -2.9945
H 1.7158 -1.6935 -0.7522
C -3.3030 -3.1398 1.9634
O -1.9526 -3.5402 1.8745
H -3.4088 -2.0623 2.1030
H -3.8740 -3.4604 1.0791
H -3.7616 -3.6782 2.7959
H -1.5228 -2.9307 1.2439
C -2.0203 -3.3523 -2.7709
O -0.6974 -3.4680 -2.2843
H -2.2003 -4.1793 -3.4553
H -2.7566 -3.3781 -1.9632
H -2.1521 -2.4125 -3.3172
H -0.5609 -2.7509 -1.6410

Cartesian forces (eV/Å) of the 2 atoms listed first:
0.0 0.3 -0.2
0.2 0.1 -0.2

The value obtained for the molar mass is 416.41 g mol⁻¹. The value obtained for the LUMO energy is 0.103 hartree. For the highest occupied orbital energy, the calculation gives -6.52 eV. The total charge is -1. Its strongest force on any atom is 0.78 eV/Å.